110
Properties=species:S:1:pos:R:3:lowdin_charge:R:1 method="wB97M-V/def2-TZVPD" homo_lumo_gap_ev="5.1 / 3.9" e_homo_ha="-0.27803 / -0.25142" charge=0 spin_multiplicity=1
In 0.151 0.019 -1.450 0.97
C -4.796 -1.505 -0.268 0.02
C -3.502 -1.262 -0.981 -0.27
O -2.625 -0.363 -0.462 -0.11
C -3.273 -1.914 -2.147 0.01
C -2.285 -1.742 -3.158 -0.27
C -2.442 -2.555 -4.417 -0.02
N -1.394 -0.799 -3.153 -0.01
N -0.682 -0.572 -4.220 0.03
C -0.048 0.593 -4.311 -0.49
O -0.024 1.449 -3.400 -0.07
C 0.597 0.812 -5.620 -0.14
C 0.763 -0.240 -6.518 -0.02
C 1.308 -0.004 -7.766 -0.08
C 1.696 1.278 -8.127 -0.09
C 1.554 2.323 -7.228 -0.08
C 1.006 2.093 -5.980 -0.03
H -5.377 -0.581 -0.224 0.10
H -4.629 -1.831 0.764 0.09
H -5.384 -2.254 -0.791 0.10
H -4.045 -2.616 -2.431 0.11
H -3.012 -3.461 -4.238 0.08
H -1.452 -2.805 -4.794 0.08
H -2.942 -1.964 -5.184 0.09
H 0.466 -1.233 -6.221 0.11
H 1.436 -0.821 -8.462 0.10
H 2.108 1.461 -9.110 0.10
H 1.868 3.320 -7.503 0.10
H 0.872 2.901 -5.274 0.11
C 1.738 0.727 2.429 -0.11
O 1.445 1.917 3.132 0.00
C 0.188 2.191 3.442 -0.55
O -0.082 3.205 4.045 0.11
C -0.943 1.307 3.009 -0.31
C -1.655 0.697 3.963 -0.30
As -3.500 0.109 3.651 1.34
C -3.714 -1.423 4.881 -0.27
C -3.016 -0.682 1.941 -0.32
C -2.959 0.211 0.794 -0.48
As -1.344 1.562 1.095 1.42
C -2.083 3.377 1.379 -0.23
C -3.992 1.268 0.546 -0.59
O -4.059 1.851 -0.510 0.11
O -4.778 1.538 1.593 -0.14
C -5.745 2.574 1.437 -0.02
C -2.247 -1.876 1.985 -0.52
O -1.782 -2.334 3.035 -0.04
O -2.078 -2.535 0.806 -0.09
C -1.514 -3.835 0.861 -0.06
C -1.035 0.423 5.283 -0.52
O -0.141 -0.387 5.367 0.13
O -1.506 1.000 6.391 -0.01
C -2.405 2.090 6.291 -0.06
H 2.809 0.566 2.540 0.09
H 1.482 0.845 1.368 0.01
H 1.190 -0.121 2.849 0.07
H -3.986 -1.044 5.870 0.02
H -2.828 -2.043 4.954 0.01
H -4.547 -2.024 4.511 0.03
H -2.874 3.380 2.131 0.04
H -2.448 3.770 0.430 0.04
H -1.267 4.007 1.741 0.03
H -6.605 2.280 2.034 0.10
H -6.012 2.683 0.385 0.10
H -5.344 3.520 1.805 0.09
H -0.662 -3.875 0.182 0.06
H -2.273 -4.556 0.546 0.10
H -1.193 -4.061 1.881 0.08
H -2.567 2.419 7.318 0.10
H -3.362 1.782 5.844 0.06
H -1.964 2.904 5.704 0.09
Br 4.938 2.283 0.781 0.76
C 5.012 0.993 -0.622 -0.64
C 6.121 0.939 -1.451 -0.20
N 6.217 0.048 -2.418 0.07
C 5.220 -0.798 -2.614 -0.08
C 4.042 -0.779 -1.874 -0.11
C 3.947 0.137 -0.837 -0.10
C 2.874 -1.702 -2.212 -0.68
O 3.058 -2.904 -2.241 0.07
O 1.793 -1.089 -2.496 -0.14
H 6.956 1.615 -1.327 0.10
H 5.362 -1.518 -3.406 0.12
H 3.061 0.181 -0.217 0.05
S 1.354 -1.977 0.562 0.74
C 1.772 -2.653 2.061 -0.75
N 2.972 -3.246 2.129 0.01
C 3.457 -3.924 3.310 -0.17
C 2.893 -3.214 4.537 -0.15
C 1.377 -3.137 4.427 -0.16
N 1.003 -2.589 3.139 0.04
H 3.490 -3.305 1.264 0.13
H 4.548 -3.880 3.312 0.12
H 3.158 -4.980 3.299 0.12
H 3.298 -2.202 4.571 0.12
H 3.175 -3.739 5.447 0.12
H 0.964 -2.472 5.188 0.11
H 0.928 -4.130 4.552 0.13
H 0.028 -2.294 3.061 0.09
Br 4.130 5.908 -3.698 0.75
C 3.292 4.427 -2.855 -0.66
C 2.668 4.575 -1.626 -0.10
C 2.057 3.456 -1.079 -0.15
N 2.047 2.269 -1.663 0.04
C 2.645 2.144 -2.838 -0.15
C 3.292 3.189 -3.479 -0.08
H 2.665 5.519 -1.106 0.11
H 1.562 3.517 -0.115 0.11
H 2.603 1.163 -3.289 0.11
H 3.768 3.040 -4.436 0.11



109
Properties=species:S:1:pos:R:3:lowdin_charge:R:1 method="wB97M-V/def2-TZVPD" homo_lumo_gap_ev="6.4 / 6.6" e_homo_ha="-0.17794 / -0.17670" charge=-1 spin_multiplicity=2 s_squared=0.80
Cr -0.460 0.034 0.836 0.51
C -1.472 3.902 1.539 -0.10
N -1.145 2.583 2.063 -0.19
C -2.236 2.120 2.934 -0.17
C -2.806 0.803 2.413 -0.20
N -1.822 -0.263 2.430 -0.05
C -1.691 -0.961 3.576 -0.19
C -2.370 -0.798 4.816 -0.13
F -3.240 0.220 5.050 0.05
C -2.162 -1.623 5.908 -0.16
F -2.836 -1.376 7.041 0.10
C -1.272 -2.675 5.866 -0.16
F -1.099 -3.482 6.928 0.09
C -0.544 -2.853 4.699 -0.15
F 0.361 -3.838 4.626 0.11
C -0.743 -2.023 3.625 -0.14
F 0.013 -2.196 2.532 0.04
C 0.153 2.670 2.729 -0.19
C 0.660 1.327 3.220 -0.20
N 1.055 0.413 2.150 -0.08
C 2.383 0.128 2.068 -0.19
C 2.831 -1.038 1.389 -0.19
F 1.922 -1.728 0.707 0.06
C 4.138 -1.456 1.334 -0.15
F 4.456 -2.581 0.688 0.12
C 5.139 -0.707 1.936 -0.15
F 6.420 -1.099 1.899 0.10
C 4.780 0.490 2.520 -0.16
F 5.731 1.302 3.003 0.10
C 3.459 0.894 2.582 -0.14
F 3.263 2.146 3.060 0.07
H -1.620 4.631 2.354 0.09
H -0.659 4.259 0.914 0.06
H -2.385 3.852 0.947 0.08
H -1.894 2.017 3.968 0.12
H -3.050 2.851 2.941 0.12
H -3.705 0.536 2.970 0.12
H -3.122 0.973 1.387 0.10
H 0.866 3.067 2.000 0.12
H 0.112 3.365 3.586 0.13
H 1.474 1.505 3.921 0.12
H -0.130 0.842 3.794 0.10
O -5.343 1.643 -2.530 0.02
C -5.256 0.391 -2.056 -0.27
C -6.327 -0.467 -2.308 -0.03
C -6.314 -1.769 -1.850 -0.10
C -5.228 -2.247 -1.126 -0.09
C -4.160 -1.410 -0.873 -0.04
C -4.147 -0.090 -1.330 -0.06
C -2.954 0.741 -1.050 -0.39
O -2.039 0.197 -0.337 -0.32
N -3.009 1.965 -1.571 0.01
N -1.916 2.760 -1.518 -0.08
C -2.082 3.962 -1.881 -0.92
S -0.722 5.079 -1.983 0.88
C -1.684 6.438 -2.740 -0.53
C -3.091 6.382 -2.190 -0.54
S -3.668 4.659 -2.287 0.92
H -4.498 2.102 -2.271 0.02
H -7.156 -0.080 -2.886 0.11
H -7.153 -2.419 -2.069 0.10
H -5.213 -3.269 -0.772 0.10
H -3.292 -1.769 -0.334 0.03
H -1.671 6.305 -3.821 0.07
H -1.173 7.362 -2.473 0.07
H -3.782 6.988 -2.775 0.07
H -3.116 6.694 -1.145 0.07
C 4.293 3.344 -1.118 -0.21
Ge 3.775 1.856 -2.306 0.79
C 5.376 0.872 -2.924 -0.22
C 2.776 2.573 -3.851 -0.22
C 2.716 0.678 -1.111 -0.52
Se 0.840 1.274 -0.934 0.96
C 0.295 0.636 -2.689 -0.36
H 4.786 4.150 -1.661 0.01
H 4.965 2.991 -0.335 0.02
H 3.393 3.741 -0.646 0.02
H 6.025 1.526 -3.506 0.01
H 5.097 0.024 -3.548 0.01
H 5.942 0.498 -2.072 0.01
H 3.318 3.420 -4.273 0.02
H 1.802 2.917 -3.514 0.00
H 2.634 1.830 -4.635 0.02
H 3.154 0.812 -0.123 0.00
H 2.748 -0.383 -1.354 0.02
H 1.183 0.368 -3.252 0.01
H -0.268 1.411 -3.202 0.03
H -0.342 -0.233 -2.531 -0.03
C 2.577 -7.205 -2.191 -0.06
C 1.859 -5.959 -1.749 -0.28
C 1.162 -5.897 -0.556 -0.03
C 0.448 -4.763 -0.173 -0.29
C -0.279 -4.796 1.142 -0.08
C 0.422 -3.645 -1.019 -0.45
Se -0.776 -2.146 -0.643 0.90
C 1.153 -3.684 -2.218 -0.29
C 1.202 -2.516 -3.157 -0.08
C 1.854 -4.831 -2.559 -0.03
H 2.614 -7.940 -1.388 0.07
H 3.595 -6.969 -2.506 0.07
H 2.062 -7.654 -3.043 0.08
H 1.156 -6.764 0.097 0.11
H -0.544 -5.819 1.410 0.08
H -1.178 -4.186 1.097 0.04
H 0.362 -4.396 1.929 0.07
H 1.630 -1.656 -2.645 0.04
H 0.198 -2.257 -3.490 0.07
H 1.815 -2.742 -4.031 0.08
H 2.400 -4.856 -3.496 0.11



97
Properties=species:S:1:pos:R:3:lowdin_charge:R:1 method="wB97M-V/def2-TZVPD" homo_lumo_gap_ev="8.1 / 7.2" e_homo_ha="-0.48562 / -0.50359" charge=+2 spin_multiplicity=5 s_squared=6.02
Ru -0.023 1.017 -0.774 1.33
C -4.359 -0.761 -2.358 -0.15
Si -2.838 0.292 -2.608 0.37
C -3.232 2.107 -2.385 -0.16
C -2.095 -0.016 -4.293 -0.16
N -1.619 -0.143 -1.389 -0.37
P -1.849 -0.855 0.060 0.74
C -0.442 -0.127 0.788 -0.41
P 1.232 -0.414 1.218 0.75
N 1.812 0.263 -0.130 -0.36
Si 3.422 0.300 -0.851 0.37
C 3.796 2.085 -1.293 -0.16
C 3.360 -0.755 -2.392 -0.16
C 4.650 -0.364 0.384 -0.15
C 1.549 0.554 2.693 -0.32
C 2.372 1.673 2.621 -0.08
C 2.544 2.480 3.737 -0.05
C 1.881 2.179 4.917 -0.05
C 1.042 1.072 4.988 -0.06
C 0.874 0.260 3.879 -0.10
C 1.736 -2.102 1.484 -0.30
C 1.569 -2.991 0.419 -0.10
C 1.995 -4.301 0.538 -0.06
C 2.594 -4.728 1.718 -0.04
C 2.772 -3.846 2.775 -0.05
C 2.348 -2.531 2.660 -0.06
C -1.796 -2.639 0.034 -0.33
C -1.672 -3.319 -1.173 -0.08
C -1.549 -4.701 -1.174 -0.05
C -1.535 -5.395 0.028 -0.05
C -1.647 -4.715 1.236 -0.05
C -1.780 -3.338 1.242 -0.09
C -3.327 -0.327 0.905 -0.31
C -4.377 -1.205 1.167 -0.07
C -5.538 -0.730 1.758 -0.05
C -5.653 0.614 2.081 -0.04
C -4.609 1.494 1.816 -0.05
C -3.448 1.026 1.228 -0.09
H -4.967 -0.727 -3.266 0.05
H -4.977 -0.397 -1.537 0.03
H -4.133 -1.814 -2.170 0.03
H -3.833 2.478 -3.220 0.05
H -2.331 2.726 -2.338 0.00
H -3.801 2.277 -1.467 0.03
H -2.877 0.032 -5.054 0.05
H -1.630 -1.001 -4.366 0.03
H -1.348 0.733 -4.562 0.00
H 3.456 2.347 -2.298 0.01
H 4.875 2.254 -1.268 0.04
H 3.344 2.791 -0.591 0.02
H 2.518 -0.472 -3.030 0.00
H 3.237 -1.811 -2.143 0.03
H 4.272 -0.658 -2.985 0.05
H 4.631 0.174 1.334 0.03
H 5.658 -0.262 -0.026 0.05
H 4.491 -1.424 0.594 0.03
H 2.873 1.919 1.692 0.08
H 3.195 3.342 3.681 0.12
H 2.015 2.809 5.786 0.12
H 0.525 0.840 5.909 0.12
H 0.216 -0.601 3.938 0.12
H 1.114 -2.658 -0.507 0.10
H 1.865 -4.987 -0.289 0.12
H 2.932 -5.752 1.811 0.12
H 3.253 -4.179 3.684 0.12
H 2.512 -1.843 3.479 0.11
H -1.668 -2.770 -2.108 0.10
H -1.469 -5.235 -2.112 0.12
H -1.440 -6.473 0.024 0.12
H -1.637 -5.262 2.169 0.12
H -1.877 -2.809 2.184 0.12
H -4.298 -2.252 0.905 0.11
H -6.354 -1.410 1.962 0.12
H -6.561 0.981 2.541 0.12
H -4.702 2.542 2.069 0.11
H -2.638 1.716 1.019 0.08
N 0.073 5.257 -0.561 0.21
C -0.309 5.172 0.773 -0.16
C -0.589 6.148 1.722 0.01
C -0.932 5.694 2.979 -0.05
C -0.988 4.323 3.281 -0.06
C -0.706 3.359 2.336 -0.02
C -0.371 3.806 1.059 -0.21
N -0.039 3.099 -0.090 0.06
C 0.221 4.001 -1.019 -0.27
C 0.616 3.564 -2.353 -0.32
C 1.038 4.269 -3.434 -0.29
S 1.390 3.205 -4.723 1.14
C 0.979 1.881 -3.751 -0.46
N 0.587 2.195 -2.544 -0.09
H 0.208 6.104 -1.089 0.18
H -0.540 7.204 1.495 0.12
H -1.160 6.412 3.755 0.12
H -1.252 4.021 4.286 0.11
H -0.730 2.303 2.576 0.10
H 1.157 5.335 -3.542 0.09
H 1.033 0.863 -4.107 0.09



97
Properties=species:S:1:pos:R:3:lowdin_charge:R:1 method="wB97M-V/def2-TZVPD" homo_lumo_gap_ev="8.2 / 7.2" e_homo_ha="-0.49166 / -0.50631" charge=+2 spin_multiplicity=5 s_squared=6.02
Ru 1.233 0.117 -0.154 1.32
C -0.087 3.305 -3.660 -0.15
Si 1.199 2.256 -2.829 0.36
C 2.242 3.289 -1.681 -0.16
C 2.258 1.405 -4.092 -0.17
N 0.405 0.972 -1.867 -0.36
P -1.122 0.997 -1.284 0.75
C -0.769 0.054 0.148 -0.39
P -0.833 -1.617 0.677 0.73
N 0.694 -1.947 0.268 -0.34
Si 1.557 -3.498 0.183 0.35
C 3.340 -3.123 0.598 -0.17
C 1.345 -4.162 -1.533 -0.17
C 0.843 -4.691 1.412 -0.16
C -1.092 -1.539 2.447 -0.32
C 0.015 -1.613 3.289 -0.10
C -0.151 -1.497 4.661 -0.06
C -1.419 -1.295 5.190 -0.05
C -2.526 -1.205 4.351 -0.05
C -2.366 -1.332 2.979 -0.08
C -2.031 -2.736 -0.028 -0.29
C -2.155 -2.773 -1.421 -0.09
C -2.968 -3.719 -2.020 -0.05
C -3.652 -4.638 -1.233 -0.04
C -3.522 -4.617 0.149 -0.05
C -2.712 -3.670 0.758 -0.08
C -2.314 0.434 -2.476 -0.34
C -1.850 -0.024 -3.710 -0.09
C -2.758 -0.477 -4.656 -0.05
C -4.116 -0.485 -4.363 -0.04
C -4.577 -0.047 -3.126 -0.05
C -3.678 0.414 -2.178 -0.08
C -1.625 2.629 -0.698 -0.30
C -2.612 3.380 -1.335 -0.08
C -2.908 4.661 -0.889 -0.05
C -2.221 5.200 0.188 -0.05
C -1.228 4.462 0.824 -0.05
C -0.930 3.185 0.383 -0.09
H 0.328 3.742 -4.574 0.05
H -0.411 4.124 -3.012 0.04
H -0.969 2.725 -3.948 0.03
H 3.037 3.800 -2.236 0.05
H 2.717 2.687 -0.902 -0.01
H 1.631 4.052 -1.189 0.03
H 2.547 2.108 -4.881 0.05
H 1.722 0.576 -4.564 0.03
H 3.182 1.018 -3.655 0.01
H 3.958 -3.000 -0.298 0.02
H 3.782 -3.935 1.186 0.05
H 3.396 -2.209 1.196 0.01
H 1.510 -3.389 -2.291 0.03
H 0.326 -4.542 -1.651 0.03
H 2.035 -4.989 -1.731 0.05
H 0.741 -4.254 2.410 0.03
H 1.490 -5.570 1.498 0.05
H -0.139 -5.039 1.082 0.03
H 1.002 -1.763 2.866 0.09
H 0.706 -1.565 5.321 0.12
H -1.550 -1.212 6.263 0.12
H -3.513 -1.044 4.769 0.12
H -3.231 -1.265 2.328 0.12
H -1.604 -2.075 -2.034 0.09
H -3.063 -3.748 -3.099 0.12
H -4.287 -5.381 -1.702 0.12
H -4.052 -5.341 0.757 0.12
H -2.606 -3.665 1.835 0.11
H -0.786 -0.025 -3.920 0.10
H -2.408 -0.829 -5.618 0.12
H -4.824 -0.835 -5.105 0.12
H -5.637 -0.064 -2.903 0.12
H -4.036 0.744 -1.209 0.12
H -3.142 2.980 -2.189 0.11
H -3.675 5.239 -1.388 0.12
H -2.455 6.200 0.530 0.12
H -0.692 4.881 1.668 0.11
H -0.155 2.619 0.881 0.06
N 3.968 1.927 2.500 0.21
C 2.918 2.251 3.357 -0.16
C 2.865 3.002 4.528 0.01
C 1.624 3.123 5.118 -0.05
C 0.478 2.518 4.567 -0.05
C 0.542 1.772 3.408 -0.03
C 1.792 1.650 2.803 -0.21
N 2.175 0.973 1.644 0.06
C 3.471 1.176 1.505 -0.27
C 4.188 0.628 0.359 -0.32
C 5.508 0.616 0.071 -0.29
S 5.770 -0.204 -1.403 1.14
C 4.110 -0.498 -1.554 -0.45
N 3.393 -0.003 -0.581 -0.10
H 4.930 2.197 2.618 0.18
H 3.744 3.467 4.957 0.12
H 1.528 3.698 6.031 0.12
H -0.474 2.639 5.071 0.12
H -0.334 1.295 2.982 0.10
H 6.334 1.025 0.635 0.10
H 3.689 -1.057 -2.379 0.10